Below is a molecular structure, C27H73MnN6O7 at a distorted geometry, with properties calculated with ωB97M-V/def2-TZVPD.

```
114
Properties=species:S:1:pos:R:3:forces:R:3:lowdin_spin:R:1
Mn 1.9754 1.5591 1.9693 0.22 -0.48 -1.91 4.65
C -0.5753 0.0794 -0.7970 0.20 0.56 -0.10 0.00
C 0.8074 0.7457 -0.9665 -0.13 -0.35 0.02 0.01
C 0.6583 2.1386 -1.5623 -1.14 0.37 0.16 0.00
O 1.5518 0.7576 0.2098 0.19 0.07 0.79 0.11
H -0.9042 -0.2781 -1.7753 -0.23 -0.11 0.15 0.00
H -1.3179 0.7998 -0.4331 0.01 -0.08 0.01 0.00
H -0.5347 -0.7458 -0.0857 0.10 -0.17 -0.15 0.00
H 1.2991 0.1318 -1.7409 0.33 0.07 0.29 0.00
H 0.2253 2.1035 -2.5675 0.55 -0.06 -0.18 0.00
H 1.5731 2.7291 -1.5085 0.15 -0.18 -0.34 0.00
H -0.1215 2.7090 -1.0326 0.24 -0.18 0.26 0.00
C -2.6041 -4.0798 0.4967 1.01 1.32 -0.35 0.00
C -3.2953 -4.1704 1.8371 -0.16 -0.43 -0.25 0.00
C -4.7960 -3.9773 1.6976 -0.59 0.12 -0.02 0.00
O -5.1022 -2.5927 1.7155 0.56 0.43 0.58 0.00
C -6.4723 -2.3200 1.8622 -0.20 -0.32 0.06 0.00
N -3.0417 -5.5049 2.3706 0.50 -0.41 0.59 0.00
H -1.5260 -4.2672 0.5881 -0.18 -0.45 0.05 0.00
H -2.5896 -3.0365 0.1453 -0.44 -0.13 0.00 0.00
H -3.0312 -4.6856 -0.2969 -0.09 -0.28 0.17 0.00
H -2.9207 -3.3618 2.4699 0.01 0.11 0.19 0.00
H -5.3314 -4.4879 2.5110 0.11 0.07 0.03 0.00
H -5.1649 -4.4021 0.7534 0.10 -0.17 0.07 0.00
H -6.9756 -2.6068 0.9324 -0.40 0.04 0.21 0.00
H -6.6524 -1.2676 2.0839 0.39 0.13 -0.36 0.00
H -6.8922 -2.8408 2.7334 -0.03 -0.30 -0.26 0.00
H -3.3258 -5.6398 3.3388 -0.47 0.32 -0.19 0.00
H -2.0386 -5.6661 2.4316 -0.08 0.00 -0.44 0.00
C 3.6092 5.0449 1.8830 0.97 0.60 0.66 0.00
C 4.2994 3.6857 2.0553 -1.19 0.64 0.28 0.00
C 4.0230 3.1930 3.4842 -0.45 -0.96 -1.44 0.01
O 2.6111 2.8653 3.5671 0.84 1.07 1.19 0.04
C 2.1933 2.8750 4.9440 -1.04 -0.68 -0.60 0.01
N 3.7511 2.7096 1.0578 1.14 0.03 0.79 0.04
H 2.5691 5.0547 2.2001 -0.18 -0.35 -0.42 0.00
H 3.7632 5.4826 0.8975 -0.27 -0.22 -0.13 0.00
H 4.0797 5.7604 2.5724 0.07 -0.13 -0.12 0.00
H 5.3861 3.7866 2.0061 -0.06 0.05 -0.41 0.00
H 4.2876 3.9711 4.1914 0.07 -0.09 0.24 0.00
H 4.5391 2.2417 3.6396 0.42 0.26 0.40 0.00
H 2.4449 1.9178 5.4053 0.45 0.25 0.29 0.00
H 1.1020 2.9124 4.9459 0.06 0.18 -0.07 0.00
H 2.5606 3.7484 5.4705 0.25 -0.06 0.08 0.00
H 3.3746 3.1700 0.2337 -0.03 0.14 0.14 0.00
H 4.5716 2.2150 0.7073 -0.46 -0.46 -0.14 0.00
C -5.1172 -1.4148 -1.4730 1.69 -0.93 1.36 0.00
C -6.0019 -0.2103 -1.6659 0.07 -0.18 -1.94 0.00
C -5.6604 0.9862 -0.7941 0.30 -0.61 0.63 0.00
O -4.3251 1.3676 -1.1172 -0.18 -0.24 0.07 0.00
C -3.7958 2.3562 -0.3002 0.78 0.81 -0.11 0.00
N -5.8403 0.1854 -3.0912 -0.16 0.05 -0.06 0.00
H -4.0538 -1.1604 -1.5738 -0.16 0.33 -0.35 0.00
H -5.2469 -2.2803 -2.1204 -0.60 0.43 -0.46 0.00
H -5.0931 -1.8605 -0.4680 -0.56 0.43 0.07 0.00
H -7.0422 -0.5351 -1.6061 -0.07 0.33 0.57 0.00
H -5.6674 0.7161 0.2730 -0.29 0.12 -0.04 0.00
H -6.3592 1.8009 -1.0043 0.02 0.10 0.14 0.00
H -3.6831 2.1137 0.7696 -0.50 -0.34 -0.08 0.00
H -4.3274 3.3123 -0.3957 -0.16 -0.10 0.14 0.00
H -2.7716 2.5400 -0.6457 -0.12 -0.01 -0.13 0.00
H -5.0367 0.7960 -3.1886 0.05 -0.12 0.01 0.00
H -6.6397 0.7018 -3.4389 -0.04 -0.01 0.13 0.00
C 4.7712 -0.8447 -1.6856 -0.32 -0.90 -0.36 0.00
C 5.0225 -0.0801 -2.9744 0.49 0.44 0.53 0.00
C 3.8441 0.7985 -3.2968 0.08 0.25 -0.47 0.00
O 4.0096 1.3143 -4.6053 0.11 -0.18 0.08 0.00
C 3.0957 2.3369 -4.8865 0.18 0.50 -0.20 0.00
N 6.2167 0.7842 -2.8005 0.12 -0.34 -0.54 0.00
H 4.0914 -1.6723 -1.9163 -0.06 0.07 0.09 0.00
H 4.3007 -0.2585 -0.8956 0.16 0.24 0.00 0.00
H 5.6800 -1.3311 -1.3269 0.08 0.26 0.10 0.00
H 5.1840 -0.7898 -3.7929 -0.23 -0.01 -0.02 0.00
H 3.8307 1.6588 -2.6097 -0.13 -0.23 0.26 0.00
H 2.9013 0.2406 -3.2297 0.00 0.04 0.08 0.00
H 3.2456 3.2101 -4.2317 -0.10 -0.20 0.17 0.00
H 2.0597 1.9924 -4.8036 -0.03 0.03 -0.05 0.00
H 3.3080 2.6947 -5.8931 -0.19 -0.19 -0.09 0.00
H 6.3072 1.3714 -3.6299 -0.23 0.07 0.12 0.00
H 7.0232 0.1669 -2.8958 0.02 0.15 0.36 0.00
C -1.7568 0.3133 3.6430 -0.27 -0.66 0.52 0.00
C -0.6231 0.9224 2.8657 0.62 -0.18 -0.68 0.00
C -0.7477 2.4359 2.7020 0.30 -0.90 -0.19 0.00
O 0.3340 2.9175 1.8859 -1.09 0.21 0.39 0.04
C 0.0177 4.1365 1.2211 -0.19 0.21 -0.24 0.01
N 0.7152 0.4884 3.4228 -0.78 -0.36 0.19 0.04
H -1.7702 0.7256 4.6579 -0.22 -0.03 -0.06 0.00
H -1.6023 -0.7650 3.7309 0.25 0.01 0.11 0.00
H -2.7580 0.3446 3.2084 0.16 0.63 -0.18 0.00
H -0.5747 0.5415 1.8412 -0.28 -0.08 0.04 0.00
H -0.7649 2.9440 3.6692 -0.21 0.25 -0.11 0.00
H -1.6716 2.5303 2.1305 -0.18 0.52 0.29 0.00
H 0.1300 4.9914 1.8905 0.17 -0.01 -0.02 0.00
H -1.0131 4.1366 0.8536 0.00 -0.20 0.14 0.00
H 0.6399 4.2095 0.3341 0.28 0.14 0.21 0.00
H 0.6772 0.5192 4.4424 0.16 0.36 -0.10 0.00
H 0.7500 -0.5188 3.2482 0.15 0.15 -0.17 0.00
C 1.4647 -5.1865 -1.0770 -0.36 0.62 -0.60 0.00
C 2.0956 -3.7900 -1.0239 -0.28 -0.69 -0.39 0.00
C 1.6544 -2.9657 -2.2440 0.69 0.03 0.90 0.00
O 2.4201 -3.3441 -3.3591 -0.22 -0.07 -0.35 0.00
C 1.8647 -2.9270 -4.5960 0.22 -0.53 -0.35 0.00
N 1.6922 -3.1054 0.2268 0.23 0.73 -0.27 0.00
H 1.7091 -5.7524 -0.1842 -0.01 -0.22 -0.07 0.00
H 1.7425 -5.6934 -2.0044 0.39 -0.17 0.25 0.00
H 0.3798 -5.0669 -1.1800 0.00 -0.06 0.46 0.00
H 3.1779 -3.9231 -1.1300 0.02 0.27 0.31 0.00
H 1.9085 -1.9262 -1.9824 -0.46 0.14 -0.29 0.00
H 0.5746 -3.1070 -2.3772 0.01 0.21 -0.26 0.00
H 1.5355 -1.8837 -4.5843 -0.09 -0.04 0.10 0.00
H 1.0601 -3.6035 -4.9150 -0.22 0.30 0.29 0.00
H 2.6269 -3.0429 -5.3694 0.16 0.16 0.23 0.00
H 2.5094 -2.8316 0.7669 0.07 -0.38 -0.04 0.00
H 1.3301 -2.1871 -0.0409 -0.17 -0.18 0.14 0.00
```
Forces are in eV/Å.

Results
Total charge ... +1
ΔE to the lowest compared entry with this formula, charge and spin ... 62.78 kJ/mol
Energy ... -3078.45088 Ha
Multiplicity ... 6
<S²> ... 8.754
HOMO energy (alpha / beta) ... -10.6176 / -10.6176 eV